(1)
The following is a quantum chemistry calculation of a structure of composition C27H35BrCuN4P2 at a distorted geometry, from the Open Molecules 2025 dataset.

Structure (XYZ):
```
70
Properties=species:S:1:pos:R:3
C 0.53106 2.69436 -3.33776
H -1.23579 -1.57798 -0.86026
H -0.52689 1.74296 -4.96714
Br -1.64284 0.41231 3.89789
H -5.84422 -3.24758 1.85665
H -3.44865 -0.48316 -0.97349
H -1.93944 2.22150 1.90575
N -2.51654 0.54636 0.64358
C 3.75034 -3.45503 2.39893
N 2.79304 0.78593 0.59514
H -1.24120 3.23029 -4.45815
H -2.50041 2.33401 -2.77812
H -4.27598 -1.73075 0.22432
H -4.46437 2.00705 -1.60759
H 2.02486 -0.09892 -2.24440
C 4.15490 -2.44212 3.33609
C 4.52613 1.77680 -0.44290
H 1.39419 -2.00396 -0.57698
H 4.86542 -2.55704 4.13905
C -4.07789 -2.09525 1.22350
H 5.39918 1.94712 -1.05359
H 2.12488 1.59375 3.48471
C -2.46460 1.90624 1.01977
C 2.78115 2.14772 0.96811
C 2.87739 -2.86353 1.51226
H 3.52555 -0.28583 3.43788
P -1.54241 -0.75812 1.40447
C 0.76716 -1.22656 -0.13222
H 0.65359 0.15882 -4.70165
H 1.33787 2.77348 -4.07165
H 0.52973 1.75326 4.25905
C 0.88225 1.67929 -2.26935
C 0.49016 -0.37177 -3.75299
C -0.99682 -0.73643 -3.61759
C -3.81970 1.71718 -0.77366
N 2.73450 -1.51075 1.85067
C -4.84370 -2.88746 2.06190
P 1.65740 -0.37884 1.17968
H 4.02086 -0.40509 -0.69823
C -1.72797 1.65434 -3.17177
H 4.15408 3.80105 0.47212
H 1.05305 -1.30523 -3.85660
H 1.14277 2.10844 -1.30926
H -2.81138 -0.04329 -2.70174
H 2.02647 2.52903 1.64274
H 2.35652 -3.23897 0.64968
C -2.86058 -2.51264 3.07401
C 3.85728 2.76491 0.35806
C -0.68126 -1.72359 0.07786
H 0.67591 -0.42063 -0.89170
H 4.10298 -4.47526 2.34137
C -0.75924 2.32878 -4.08523
C 1.08553 0.39323 -2.60038
H -3.47193 3.70657 0.18607
C -3.32709 0.45522 -0.48261
C -4.07505 -3.14518 3.24228
H 1.31831 0.18696 4.18013
C 3.51920 -1.26247 2.99503
N -2.84851 -1.84199 1.83970
H -1.10533 -1.66918 -3.04737
H 0.40421 3.66745 -2.84405
Cu 0.12536 1.04052 1.84122
H -4.39861 -3.72963 4.10444
C -1.83132 0.33198 -3.00408
H -1.37697 -0.98401 -4.62368
C -3.27642 2.63435 0.17315
C 1.15073 1.11663 3.60992
C 3.85507 0.57385 -0.28090
H -0.72144 -2.79718 0.31563
H -1.99451 -2.45630 3.71426
```

The HOMO-LUMO gap (spin up / spin down) comes out at 6.40 / 6.36 eV. Its relative energy (zero: lowest compared OMol25 entry of this formula, charge and spin) is 0.0000 eV. The calculation puts the total energy at -167780.801 eV. The expectation value of S² is 0.759. The LUMO energy (spin up / spin down) is -0.386 / -0.840 eV. As for the strongest force on any atom: 2.4 eV/A. The spin multiplicity is 2. Its charge is 0.

(2)
The following is a quantum chemistry calculation of a structure of composition C27H35ClMnN4O4P2 at a distorted geometry, from the Open Molecules 2025 dataset.

Structure (XYZ):
```
74
Properties=species:S:1:pos:R:3
H 1.28802 -1.88914 -3.98660
Mn -0.95769 1.56672 -4.89667
H 0.47842 2.13909 -1.66524
C 3.02638 2.11892 -3.32811
C 2.85543 -2.60717 -2.15224
P 1.49894 -0.03536 -2.35233
C -4.64959 -2.95015 -0.29528
N -2.68308 -2.31456 -1.26853
H 4.53044 3.46507 -4.19920
C 3.18230 -1.08283 -0.51527
H -2.80326 -2.56126 0.90054
H -3.32771 -2.51876 -3.31860
C 4.17833 2.44983 -4.02444
C -0.98035 -0.51461 -6.85573
H -1.37170 -0.75985 -7.85056
Cl -1.08372 -0.40439 1.52798
H -0.30520 -3.09682 -2.78271
C 4.76039 1.22694 -4.47430
H 2.43541 -3.07843 -3.03866
H 2.31394 2.79134 -2.87772
H 1.12368 -0.95658 -7.10660
H -5.38255 -3.15931 0.47215
H 1.79529 0.27757 -5.33534
O 0.23717 -0.91547 1.17080
H -2.20146 3.40743 -2.49463
N 2.87814 0.72781 -3.25492
C 0.42232 3.07564 -6.74775
H -2.84518 0.05068 -5.92231
H -2.78648 2.52572 -6.34036
H 5.66706 1.15881 -5.08326
C -2.50332 0.21637 -3.50614
C -2.76538 1.60527 -3.79401
C -3.60500 -2.57432 -2.28279
H 4.28093 -4.10114 -1.35318
C 0.94434 0.72409 -5.84657
H 0.62661 0.51172 -7.96086
N 2.44994 -1.34584 -1.67464
C -1.87734 0.49722 -6.20627
C -1.74780 1.38675 -1.76165
N -1.95425 0.09228 -2.21438
O -1.06631 0.98887 1.84690
H 4.68419 -2.23018 0.60123
H 1.52027 2.55168 -4.89628
H -1.00901 -1.46767 -6.29496
C 3.80548 -3.12474 -1.28491
C -3.31700 -2.62166 -0.04558
H -1.43199 -2.11400 -3.72675
H 0.25097 4.06660 -6.30445
H -0.56605 1.90463 -8.30155
C 0.78380 2.14493 -5.60851
C 1.16666 1.37944 -1.19476
C 0.49487 -0.04747 -7.01700
O -1.97328 -0.50134 0.18048
H -5.75034 -3.11566 -2.24655
C 0.54248 -1.19898 -3.55264
C -4.83110 -2.92684 -1.71638
C -2.12440 2.33953 -2.71170
C -1.86629 1.92902 -6.56228
H 1.25166 3.25694 -7.45004
C 4.01805 -2.15351 -0.25620
H 2.08168 1.90513 -0.90290
H 0.68060 1.09997 -0.26799
C 3.95135 0.18400 -4.00000
P -1.20003 -1.37653 -1.34670
C -0.84070 2.58783 -7.48183
H 3.00161 -0.15917 0.01796
C -0.60712 -2.05602 -2.99798
H 4.08907 -0.88436 -4.12764
H 0.12685 -0.66030 -4.43265
H -1.35098 3.45031 -7.94720
H -1.42033 1.55035 -0.72832
O -1.73354 -1.21694 2.50831
H -3.58745 1.99706 -4.42000
H -3.01459 -0.65096 -3.89466
```

The HOMO-LUMO gap (spin up / spin down) comes out at 6.56 / 3.89 eV. The calculation puts the total energy at -105105.533 eV. The expectation value of S² is 4.121. The LUMO energy (spin up / spin down) is -7.214 / -9.688 eV. As for the strongest force on any atom: 6.2 eV/A. The spin multiplicity is 4. Its charge is +2.

(3)
The following is a quantum chemistry calculation of a structure of composition C27H35CrIN4P2 at a distorted geometry, from the Open Molecules 2025 dataset.

Structure (XYZ):
```
70
Properties=species:S:1:pos:R:3
C -4.86082 2.52014 -5.81157
H -6.79091 -0.38433 -1.28084
H -2.43417 4.86892 -10.08986
H -9.23396 4.93791 -1.97311
H -2.33821 -1.92003 -8.57490
H -6.68515 3.94333 -1.79557
H -8.00041 -0.08145 -5.29713
C -1.37307 -0.63972 -4.01389
N -7.25967 2.70842 -3.44651
P -5.91754 1.61757 -3.40107
C -7.47971 3.68499 -2.47815
C -2.82649 -0.63534 -3.59362
C -9.33718 3.58696 -3.78161
H -2.90346 2.41253 -9.04096
H -1.44438 -0.28568 -6.59435
C -1.32634 -2.55110 -1.76021
C -2.50818 4.61099 -9.03748
H -3.77189 1.88245 0.21264
H -3.17127 0.41708 -3.49513
C -8.51498 -1.67171 -3.84188
H -10.32960 3.76017 -4.19309
C -2.55277 4.72570 -6.77039
C -5.72672 1.40507 -5.19691
H -1.25014 -3.53482 -1.25349
C -0.41687 0.08261 -3.10817
H -1.34348 0.04743 -4.87121
C -0.00930 -1.78929 -1.52733
N -3.22060 0.89183 -6.99144
C -2.61335 -1.88270 -1.42229
C -3.37250 -1.39159 -2.41445
C -7.89915 -0.49598 -4.31008
H -2.84207 -1.88326 -0.34501
H -1.45756 -2.77948 -2.82759
C -8.13087 -1.78847 -2.46557
H -0.09403 1.06346 -3.49639
H -8.51801 1.94914 -5.04728
H -6.71635 1.49663 -5.67370
H -4.46994 -1.38216 -2.41954
N -2.71838 3.38162 -7.11223
C -2.72137 3.32950 -8.50924
I -4.37953 5.55480 -2.54229
C -8.75175 4.21897 -2.63484
N -7.08484 0.07729 -3.34203
H 0.35649 -1.88102 -0.48802
C -2.82571 -1.02292 -8.19926
H -5.34318 0.39897 -5.45144
H 0.69605 -2.43884 -2.08643
C -4.22368 0.73541 -7.94522
C -0.09097 -0.32153 -1.88125
H -2.35926 0.96615 -0.30254
H -2.13168 2.58514 0.25389
C -2.38547 5.49568 -7.91816
H -2.19244 6.56100 -7.96831
H 0.60653 0.24449 -1.25184
H -5.00735 3.50829 -5.34136
C -4.00173 -0.39404 -8.70318
C -2.35271 -0.19938 -7.17242
H -5.05581 1.39063 -8.06793
H -3.44374 -1.02817 -4.41538
H -4.55858 -0.65654 -9.58616
C -8.41251 2.65209 -4.23809
H -2.58781 5.03580 -5.74235
H -9.14225 -2.37209 -4.41581
H -8.42144 -2.59020 -1.76573
H -5.19809 2.64502 -6.85606
C -7.27967 -0.68768 -2.19863
H -1.05135 -1.65803 -4.29310
P -3.09808 2.18884 -5.74313
Cr -4.01784 2.77351 -2.08150
C -2.83127 1.98076 -0.40259
```

The HOMO-LUMO gap (spin up / spin down) comes out at 6.49 / 7.02 eV. The calculation puts the total energy at -89621.051 eV. The expectation value of S² is 6.137. The LUMO energy (spin up / spin down) is -1.725 / -1.203 eV. As for the strongest force on any atom: 5.5 eV/A. The spin multiplicity is 5. Its charge is 0.